1.
{
  "formula": "C52H78O26",
  "method": "ωB97M-V/def2-TZVPD",
  "lumo_energy_ev": -0.265,
  "total_energy_ha": -3984.42631,
  "charge": 0,
  "largest_force_ev_per_a": 5.63,
  "e_above_lowest_kcal_mol": 134.16,
  "multiplicity": 1,
  "species": ["O", "C", "O", "C", "C", "C", "H", "H", "H", "H", "H", "H", "O", "C", "O", "C", "C", "C", "H", "H", "H", "H", "H", "H", "O", "C", "O", "C", "C", "C", "H", "H", "H", "H", "H", "H", "O", "C", "O", "C", "C", "C", "H", "H", "H", "H", "H", "H", "O", "C", "O", "C", "C", "C", "H", "H", "H", "H", "H", "H", "O", "C", "O", "C", "C", "C", "H", "H", "H", "H", "H", "H", "O", "C", "O", "C", "C", "C", "H", "H", "H", "H", "H", "H", "O", "C", "O", "C", "C", "C", "H", "H", "H", "H", "H", "H", "O", "C", "O", "C", "C", "C", "H", "H", "H", "H", "H", "H", "O", "C", "O", "C", "C", "C", "H", "H", "H", "H", "H", "H", "O", "C", "O", "C", "C", "C", "H", "H", "H", "H", "H", "H", "O", "C", "O", "C", "C", "C", "H", "H", "H", "H", "H", "H", "O", "C", "O", "C", "C", "C", "H", "H", "H", "H", "H", "H"],
  "positions_angstrom": [[-2.522, 7.103, 2.877], [-3.592, 7.704, 3.186], [-3.880, 8.915, 2.719], [-5.095, 9.367, 3.238], [-5.533, 8.352, 4.242], [-4.769, 7.100, 3.968], [-5.699, 9.479, 2.338], [-5.049, 10.362, 3.680], [-6.619, 8.282, 4.172], [-5.406, 8.755, 5.247], [-5.338, 6.311, 3.475], [-4.475, 6.544, 4.858], [-6.994, -5.906, 1.198], [-6.576, -5.243, 0.293], [-6.763, -5.635, -0.929], [-6.557, -4.627, -1.910], [-6.201, -3.337, -1.141], [-6.020, -3.845, 0.315], [-7.306, -4.615, -2.702], [-5.635, -4.816, -2.461], [-6.911, -2.532, -1.332], [-5.252, -2.908, -1.460], [-6.572, -3.193, 0.992], [-4.968, -3.933, 0.586], [-3.822, 5.093, -6.223], [-2.950, 5.047, -5.370], [-3.192, 4.920, -4.088], [-2.050, 5.115, -3.304], [-1.053, 5.772, -4.210], [-1.489, 5.446, -5.599], [-1.734, 4.112, -3.016], [-2.302, 5.746, -2.452], [-0.024, 5.482, -3.997], [-1.130, 6.848, -4.052], [-1.008, 4.530, -5.943], [-1.289, 6.297, -6.249], [-0.802, -5.800, -5.560], [-0.346, -5.342, -4.507], [-1.051, -4.336, -3.885], [-0.540, -4.051, -2.615], [0.441, -5.166, -2.374], [0.878, -5.743, -3.692], [-1.292, -3.965, -1.831], [0.101, -3.169, -2.650], [-0.109, -5.960, -1.868], [1.291, -4.872, -1.758], [1.134, -6.798, -3.586], [1.726, -5.207, -4.118], [2.842, -1.956, 3.225], [3.203, -3.114, 3.285], [3.899, -3.597, 4.335], [4.243, -5.014, 4.076], [4.180, -5.025, 2.554], [3.025, -4.203, 2.252], [3.577, -5.752, 4.523], [5.304, -5.153, 4.287], [4.153, -6.045, 2.169], [5.046, -4.521, 2.127], [2.170, -4.810, 2.550], [2.896, -3.794, 1.250], [-7.234, 0.892, 5.339], [-6.044, 0.926, 5.695], [-5.245, 1.998, 5.487], [-4.149, 1.988, 6.312], [-3.942, 0.539, 6.617], [-5.312, -0.133, 6.501], [-4.449, 2.622, 7.146], [-3.354, 2.438, 5.718], [-3.442, 0.404, 7.577], [-3.310, 0.106, 5.842], [-5.894, -0.170, 7.422], [-5.310, -1.104, 6.005], [10.379, 1.617, 1.244], [9.481, 1.184, 1.900], [8.446, 0.585, 1.353], [7.492, 0.177, 2.323], [7.845, 0.992, 3.553], [9.366, 1.171, 3.436], [7.482, -0.880, 2.590], [6.523, 0.460, 1.911], [7.653, 0.517, 4.515], [7.262, 1.910, 3.491], [9.904, 0.307, 3.827], [9.680, 2.023, 4.039], [-7.213, 5.198, 0.785], [-7.050, 4.015, 0.641], [-6.046, 3.528, 0.003], [-5.825, 2.116, 0.312], [-7.249, 1.662, 0.714], [-7.756, 2.923, 1.413], [-5.148, 1.984, 1.157], [-5.435, 1.598, -0.564], [-7.214, 0.810, 1.392], [-7.936, 1.422, -0.098], [-7.430, 3.091, 2.439], [-8.826, 3.120, 1.488], [7.053, 6.244, -2.459], [6.756, 5.114, -2.759], [5.510, 4.648, -2.664], [5.440, 3.366, -3.157], [6.868, 2.783, -3.093], [7.700, 4.068, -3.218], [5.020, 3.349, -4.162], [4.744, 2.754, -2.584], [7.124, 2.051, -3.860], [7.080, 2.288, -2.145], [7.926, 4.345, -4.248], [8.534, 4.149, -2.521], [-1.351, -0.860, 1.441], [-0.661, 0.134, 1.265], [-0.760, 1.183, 2.201], [-0.096, 2.359, 1.829], [0.917, 1.830, 0.780], [0.269, 0.587, 0.139], [0.436, 2.871, 2.631], [-0.848, 3.105, 1.569], [1.896, 1.587, 1.195], [1.192, 2.647, 0.113], [0.934, -0.217, -0.176], [-0.329, 0.836, -0.738], [0.806, 1.544, -5.074], [0.958, 0.759, -6.019], [2.124, 0.679, -6.724], [2.194, -0.465, -7.568], [0.869, -1.195, -7.304], [-0.038, -0.294, -6.417], [2.986, -1.144, -7.253], [2.378, -0.215, -8.613], [1.143, -2.146, -6.847], [0.312, -1.343, -8.230], [-0.561, -0.815, -5.615], [-0.779, 0.178, -7.062], [4.017, -2.101, -2.477], [5.188, -2.351, -2.631], [6.024, -2.424, -1.609], [7.326, -2.719, -2.066], [7.284, -2.985, -3.548], [5.884, -2.615, -3.976], [7.667, -3.657, -1.628], [8.028, -1.926, -1.808], [7.559, -4.030, -3.690], [8.001, -2.431, -4.154], [5.441, -3.401, -4.587], [5.894, -1.670, -4.520], [-1.546, -5.421, 6.253], [-1.573, -5.766, 5.058], [-0.628, -6.446, 4.509], [-1.080, -7.152, 3.348], [-2.273, -6.315, 2.870], [-2.668, -5.537, 4.059], [-1.322, -8.152, 3.708], [-0.266, -7.398, 2.667], [-3.071, -6.941, 2.470], [-2.092, -5.578, 2.087], [-3.563, -6.004, 4.470], [-2.866, -4.479, 3.891]],
  "forces_ev_per_angstrom": [[-3.7, 2.3, 1.3], [3.7, -3.9, -1.7], [1.7, -0.2, 0.4], [-1.0, 1.0, -0.9], [-2.3, 0.5, 1.1], [0.5, 0.0, 0.4], [-0.7, -0.2, 0.3], [0.6, 0.0, 0.0], [-0.1, -0.4, -0.1], [0.5, -0.2, 0.1], [0.2, 0.4, -1.0], [0.5, 0.5, 0.1], [0.7, -0.2, 0.8], [-1.4, 0.9, 1.5], [-0.5, -1.0, -2.8], [2.0, 0.7, -0.5], [0.2, 0.1, 0.1], [-0.3, 0.7, -0.6], [-0.6, 0.1, 0.7], [0.0, -0.8, -0.1], [-0.3, -0.2, 0.7], [0.0, -0.2, -0.3], [0.3, -0.4, 0.4], [0.0, 0.4, 0.1], [0.9, -0.9, 1.2], [-0.9, 2.5, -3.1], [-1.7, -0.5, 0.4], [0.7, -0.7, 0.7], [1.2, 1.0, 0.7], [-0.1, -1.0, 0.2], [0.2, 0.1, 0.5], [-0.1, -0.3, 0.1], [-0.1, 0.0, 0.1], [0.2, 0.1, -0.1], [0.3, 0.1, -0.3], [-0.6, -0.5, -0.4], [1.7, 1.1, 2.6], [-2.2, -1.4, -2.9], [-0.2, -0.6, -0.9], [2.0, 0.4, 0.2], [0.4, -1.1, 1.9], [-0.6, 1.1, -0.2], [-0.2, 0.0, -0.4], [-0.6, 0.7, -0.1], [0.2, -0.2, 0.3], [-0.2, 0.0, 0.2], [-0.4, 0.1, -0.6], [0.1, 0.0, 0.0], [0.5, -1.4, 0.1], [-0.8, 1.8, -0.2], [0.0, -1.2, 0.5], [0.9, 1.4, -1.5], [1.6, -1.6, -0.5], [-1.7, 0.7, 0.1], [-0.1, 0.4, 0.4], [-0.3, -0.1, 0.9], [0.0, 0.0, -0.1], [0.4, -0.2, 0.2], [-0.7, 0.4, -0.2], [0.1, -0.1, 0.2], [3.3, 0.2, 0.6], [-3.3, -0.2, -1.0], [-2.9, -0.2, -1.9], [0.7, 0.6, 0.3], [1.0, -1.4, 0.7], [-0.1, 1.3, -0.1], [0.6, -0.1, 0.5], [0.3, 0.0, 0.5], [0.0, -0.2, -0.1], [0.2, 0.0, 0.1], [0.2, -0.3, 0.2], [-0.1, 0.2, 0.1], [0.3, 0.2, -0.3], [2.0, 0.8, 1.3], [-0.8, -1.1, -0.8], [-0.9, 0.3, 0.8], [0.1, -0.2, 0.9], [-1.3, 0.2, -0.4], [0.4, -0.2, -0.7], [0.0, -0.3, 0.1], [-0.6, -0.1, -0.2], [0.5, 0.3, 0.3], [-0.1, -0.2, -0.1], [0.4, 0.2, -0.8], [-0.4, 0.2, -0.5], [-1.3, 1.2, 2.5], [3.0, -1.6, -1.7], [-1.7, -0.1, -0.4], [0.0, -0.1, 1.1], [-0.4, 0.4, -0.2], [0.1, 0.4, 0.0], [0.0, 0.3, 0.0], [0.0, -0.1, -0.1], [0.4, 0.0, -0.3], [0.4, -0.5, 0.1], [0.0, -0.3, -0.5], [-0.4, -0.6, -0.2], [0.6, 2.1, 0.8], [-0.6, 1.2, 0.5], [-0.3, -2.8, -0.6], [0.5, 0.3, -0.3], [-0.3, -0.5, 0.3], [0.2, 0.2, -0.3], [0.0, 0.3, 0.3], [-0.4, 0.1, -0.1], [-0.2, 0.2, 0.2], [0.5, -0.3, 0.0], [0.3, -0.2, -0.6], [1.8, 1.8, -0.7], [-1.8, 0.0, 1.3], [-0.6, -1.9, 0.2], [1.1, -0.3, -0.6], [0.3, 1.1, -0.8], [-0.2, 0.3, 0.7], [0.0, -0.7, 0.5], [0.0, -0.1, -1.0], [-0.3, -0.3, 0.6], [-0.3, -0.2, -0.5], [0.1, 0.1, 0.3], [-0.2, 0.1, 0.1], [0.7, -1.4, -2.6], [-0.2, 1.5, 3.3], [-0.2, 0.7, 0.4], [-0.9, -0.6, 0.4], [-0.9, -0.5, -0.6], [1.3, -0.4, -1.4], [0.3, 0.5, 0.2], [-0.2, 0.4, 0.1], [-0.6, -0.1, 0.0], [0.3, -0.6, 0.0], [0.4, 0.3, 0.1], [-0.1, 0.1, 0.2], [0.5, -0.1, -0.1], [-2.1, -0.1, -1.1], [0.4, 0.1, 0.3], [1.6, -0.4, 0.3], [0.7, -0.2, -1.1], [0.2, 0.0, 0.6], [-0.1, 0.3, 0.7], [-0.3, 0.1, 0.3], [-0.4, -0.1, -0.3], [0.2, 0.1, 0.4], [-0.5, 0.3, 0.2], [-0.2, -0.1, -0.1], [0.0, -0.6, -3.1], [-1.5, 2.2, 4.1], [2.8, -1.5, -0.7], [-0.1, -0.3, 0.0], [0.1, -0.4, -1.9], [-1.4, -0.1, 1.4], [-0.8, 0.0, 0.0], [0.2, 0.9, -0.1], [0.0, -0.1, 0.2], [0.8, -0.4, -0.3], [-0.2, 0.4, 0.4], [0.1, -0.1, 0.1]]
}



2.
{
  "formula": "C12H32N9O16",
  "method": "ωB97M-V/def2-TZVPD",
  "lumo_energy_ev": 0.723,
  "total_energy_ha": -2172.23717,
  "charge": -1,
  "largest_force_ev_per_a": 0.37,
  "multiplicity": 1,
  "species": ["C", "C", "C", "C", "N", "H", "H", "H", "H", "H", "H", "H", "H", "C", "N", "O", "O", "H", "H", "H", "C", "N", "O", "O", "H", "H", "H", "C", "N", "O", "O", "H", "H", "H", "C", "N", "O", "O", "H", "H", "H", "C", "N", "O", "O", "H", "H", "H", "C", "N", "O", "O", "H", "H", "H", "C", "N", "O", "O", "H", "H", "H", "C", "N", "O", "O", "H", "H", "H"],
  "positions_angstrom": [[4.507, -3.486, 4.493], [3.632, -3.999, 3.332], [2.653, -2.958, 2.904], [1.377, -2.856, 3.707], [2.812, -2.109, 1.954], [5.074, -2.622, 4.116], [3.864, -3.111, 5.308], [3.107, -4.916, 3.632], [4.271, -4.241, 2.472], [0.765, -2.044, 3.306], [0.817, -3.793, 3.667], [1.620, -2.621, 4.745], [3.710, -2.286, 1.498], [2.055, 1.212, 2.494], [2.654, 2.506, 2.925], [3.852, 2.568, 3.093], [1.889, 3.443, 3.078], [2.832, 0.460, 2.400], [1.331, 0.926, 3.251], [1.564, 1.391, 1.543], [-2.084, 0.404, 0.954], [-0.997, 0.007, 0.021], [-1.201, -0.918, -0.735], [0.028, 0.651, 0.073], [-2.924, -0.258, 0.796], [-1.697, 0.317, 1.964], [-2.329, 1.438, 0.730], [1.639, 0.432, -2.584], [2.788, -0.176, -3.314], [3.675, -0.693, -2.677], [2.757, -0.105, -4.531], [1.786, 0.301, -1.520], [1.621, 1.480, -2.864], [0.739, -0.069, -2.922], [-6.492, -1.771, 1.864], [-5.861, -0.483, 2.259], [-4.659, -0.466, 2.424], [-6.594, 0.476, 2.379], [-5.716, -2.526, 1.808], [-7.232, -2.011, 2.622], [-6.967, -1.623, 0.900], [-1.114, 4.319, -3.511], [-0.967, 3.123, -2.635], [-0.921, 2.032, -3.167], [-0.905, 3.317, -1.440], [-1.151, 3.985, -4.538], [-2.028, 4.825, -3.214], [-0.257, 4.959, -3.330], [9.103, -3.195, 4.218], [7.974, -3.760, 3.432], [7.208, -2.981, 2.921], [7.905, -4.972, 3.389], [9.035, -2.114, 4.181], [9.000, -3.567, 5.234], [10.024, -3.558, 3.772], [-7.531, -2.171, -3.314], [-7.268, -2.786, -1.985], [-7.854, -2.330, -1.020], [-6.483, -3.704, -1.950], [-8.248, -1.370, -3.182], [-6.580, -1.806, -3.690], [-7.914, -2.955, -3.959], [-2.401, 7.265, -7.396], [-2.053, 6.622, -6.099], [-2.704, 6.918, -5.121], [-1.130, 5.835, -6.111], [-3.236, 7.934, -7.227], [-1.518, 7.796, -7.737], [-2.653, 6.469, -8.090]],
  "forces_ev_per_angstrom": [[0.0, 0.2, 0.0], [0.3, 0.0, 0.1], [-0.3, 0.0, -0.1], [0.1, 0.3, -0.1], [0.0, 0.1, 0.0], [-0.1, 0.0, 0.1], [0.0, -0.1, 0.0], [-0.1, 0.0, -0.1], [0.0, -0.1, 0.1], [0.0, -0.1, 0.0], [0.0, 0.0, 0.1], [0.0, -0.2, 0.0], [0.0, -0.1, 0.0], [0.3, -0.1, 0.0], [-0.1, 0.0, 0.0], [0.1, 0.0, 0.0], [0.0, 0.0, 0.0], [0.0, 0.0, 0.0], [0.0, 0.0, 0.0], [-0.1, 0.0, 0.1], [0.0, 0.0, 0.0], [0.0, 0.0, 0.0], [0.0, 0.0, -0.1], [0.0, 0.0, 0.0], [0.0, 0.0, 0.0], [0.0, 0.0, 0.0], [0.0, 0.0, 0.0], [0.2, -0.1, 0.1], [-0.1, 0.0, -0.1], [0.0, 0.0, 0.1], [0.0, 0.0, 0.0], [0.0, -0.1, 0.0], [-0.1, 0.0, 0.0], [0.0, 0.1, 0.0], [0.1, -0.1, 0.0], [0.0, 0.0, 0.0], [0.0, 0.0, 0.0], [0.0, 0.0, 0.0], [0.0, 0.0, 0.0], [0.0, 0.0, 0.0], [0.0, 0.0, 0.1], [0.0, -0.2, 0.0], [0.0, 0.1, 0.0], [-0.1, 0.0, 0.0], [-0.1, 0.0, 0.1], [0.0, 0.0, 0.0], [0.0, 0.0, 0.0], [0.0, 0.0, 0.0], [-0.1, 0.1, 0.1], [-0.1, 0.0, 0.2], [0.1, 0.0, -0.3], [0.1, -0.1, -0.2], [0.0, 0.0, 0.0], [0.0, 0.0, 0.0], [0.0, 0.0, 0.0], [0.0, 0.1, 0.0], [0.0, 0.0, 0.0], [-0.1, 0.0, -0.1], [0.0, -0.1, 0.0], [0.0, 0.0, 0.0], [0.0, 0.0, 0.0], [0.0, 0.0, 0.0], [-0.1, 0.1, 0.0], [0.0, 0.0, 0.0], [0.0, 0.0, 0.0], [0.0, 0.0, -0.1], [0.0, 0.0, 0.0], [0.0, 0.0, 0.0], [0.0, 0.0, 0.0]]
}



3.
{
  "formula": "C20H41HgNO11S3",
  "method": "ωB97M-V/def2-TZVPD",
  "lumo_energy_ev": 0.487,
  "total_energy_ha": -3016.89463,
  "charge": 0,
  "largest_force_ev_per_a": 5.09,
  "multiplicity": 1,
  "species": ["Hg", "C", "C", "O", "O", "H", "H", "H", "C", "C", "O", "O", "H", "H", "H", "C", "C", "C", "O", "C", "N", "H", "H", "H", "H", "H", "H", "H", "H", "H", "H", "H", "C", "C", "C", "S", "O", "O", "C", "H", "H", "H", "H", "H", "H", "H", "H", "C", "C", "C", "S", "O", "O", "C", "H", "H", "H", "H", "H", "H", "H", "H", "C", "C", "C", "S", "O", "O", "C", "H", "H", "H", "H", "H", "H", "H", "H"],
  "positions_angstrom": [[0.135, -0.255, -0.655], [3.522, 0.075, -3.304], [2.343, -0.043, -2.351], [1.499, 0.873, -2.327], [2.138, -1.138, -1.815], [3.608, -0.954, -3.653], [4.464, 0.429, -2.885], [3.385, 0.720, -4.172], [-3.387, -2.210, -2.744], [-2.140, -1.624, -2.002], [-1.274, -2.303, -1.550], [-1.976, -0.340, -1.849], [-4.065, -1.358, -2.805], [-3.722, -3.103, -2.218], [-3.028, -2.392, -3.756], [0.217, 3.555, 1.624], [-0.814, 3.328, 0.462], [-1.400, 4.603, -0.177], [-2.545, 4.201, -0.971], [-3.307, 5.173, -1.533], [-0.236, 2.457, -0.591], [-0.372, 3.928, 2.462], [0.858, 4.411, 1.415], [0.703, 2.726, 2.137], [-1.631, 2.803, 0.957], [-0.502, 4.953, -0.685], [-1.733, 5.272, 0.617], [-2.976, 5.516, -2.513], [-3.485, 6.059, -0.924], [-4.162, 4.569, -1.838], [0.600, 2.988, -0.789], [-0.874, 2.474, -1.373], [0.880, -5.755, 0.838], [1.679, -5.703, -0.413], [1.725, -4.247, -0.823], [1.575, -3.297, 0.603], [0.622, -2.191, 0.378], [2.872, -2.954, 1.155], [0.663, -4.540, 1.594], [1.389, -6.447, 1.509], [-0.105, -6.207, 0.719], [1.230, -6.368, -1.150], [2.680, -6.102, -0.249], [0.756, -4.104, -1.302], [2.422, -3.843, -1.557], [-0.370, -4.197, 1.531], [1.036, -4.559, 2.618], [4.682, 2.022, -0.034], [5.472, 0.812, 0.576], [4.489, -0.265, 1.163], [2.962, 0.653, 1.741], [2.951, 0.757, 3.251], [1.825, 0.098, 1.040], [3.467, 2.253, 0.970], [4.206, 1.795, -0.988], [5.281, 2.931, 0.008], [6.153, 1.079, 1.384], [6.214, 0.454, -0.138], [4.883, -1.015, 1.849], [4.107, -0.852, 0.327], [3.967, 2.653, 1.852], [2.572, 2.785, 0.648], [-5.162, -0.865, 1.736], [-5.193, 0.318, 0.772], [-4.017, 1.300, 1.076], [-2.678, 0.223, 1.729], [-2.461, 0.634, 3.128], [-1.539, 0.105, 0.856], [-3.669, -1.337, 1.745], [-5.708, -1.703, 1.302], [-5.532, -0.386, 2.643], [-6.196, 0.735, 0.855], [-5.001, -0.075, -0.227], [-4.367, 2.101, 1.728], [-3.677, 1.755, 0.146], [-3.353, -2.085, 2.472], [-3.575, -1.760, 0.745]],
  "forces_ev_per_angstrom": [[-0.3, 0.5, -2.2], [0.3, -0.4, -0.4], [-0.2, 0.4, -1.8], [-0.4, 1.3, 0.7], [0.5, -1.2, 1.1], [0.6, 0.1, -0.2], [0.0, -0.3, 0.5], [-0.6, 0.1, 0.2], [1.6, 1.6, 0.6], [-1.3, 3.6, -0.5], [2.4, -4.3, 1.1], [-1.5, 0.0, -0.9], [-0.5, -0.5, 0.1], [-0.2, 0.2, -0.3], [-0.2, -0.4, 0.0], [-1.6, 1.4, 0.0], [-0.2, -1.4, 1.0], [0.0, -1.3, 0.9], [3.1, -0.9, 1.7], [-1.1, 0.2, -1.7], [-0.2, 0.7, 1.5], [-0.3, 0.3, 0.1], [0.6, -0.3, -0.2], [0.2, -0.4, -1.0], [-0.2, -0.2, -0.3], [-0.5, 0.9, -0.9], [0.0, 0.4, -0.1], [0.8, 0.3, -0.1], [-0.4, -0.2, 0.3], [-0.9, 0.8, 0.4], [0.4, -0.5, -1.1], [0.1, -0.1, -0.5], [-0.8, -3.8, 1.6], [1.5, 0.0, -0.9], [-1.3, -0.6, -2.0], [-0.8, 2.9, 1.3], [1.2, -2.2, 1.1], [-0.4, -0.6, -0.1], [0.4, 2.9, 0.0], [0.0, -0.3, 0.0], [0.1, -0.2, -0.5], [0.0, 0.4, -0.3], [0.1, 0.1, 0.1], [-0.3, 0.5, -0.1], [0.4, -0.1, 0.5], [0.1, 0.1, 0.3], [0.0, 0.3, -0.2], [-1.8, -1.0, 1.9], [-0.2, -0.1, 0.7], [-0.3, 0.6, -1.6], [2.0, -0.3, 2.0], [-0.2, 0.0, -3.8], [0.2, 0.5, 0.8], [1.4, -0.8, 0.8], [0.7, 0.1, -0.3], [-0.1, -0.1, -0.5], [-0.3, 0.8, 0.3], [-0.5, -0.6, -0.4], [0.0, 0.6, 0.4], [-0.3, 0.0, 0.0], [-0.5, 0.8, 0.1], [0.4, 0.0, 0.0], [1.6, 0.5, -0.1], [0.7, -0.3, -0.6], [-0.9, -0.7, -0.9], [-1.0, 0.1, 2.8], [-0.1, -0.5, -1.8], [-0.8, 0.3, 0.8], [-0.8, 0.9, -0.8], [-0.6, 0.2, 0.6], [0.0, -1.1, 0.6], [0.3, 0.5, -0.4], [-0.3, 0.2, -0.2], [0.7, -0.3, 0.5], [0.2, -0.1, 0.0], [0.1, 0.5, 0.2], [0.6, -0.1, -0.1]]
}



Number 1: HOMO-LUMO gap 9.46 eV. Number 2: HOMO-LUMO gap 1.88 eV. Number 3: HOMO-LUMO gap 8.60 eV.